A 24-piece molecular cluster, C70H199N11O37 overall in a non-equilibrium geometry, computed with ωB97M-V with the def2-TZVPD basis set.

Atoms and positions in Å:
1 C 16.198 -28.846 24.273
2 C 16.833 -29.132 22.957
3 C 15.993 -28.899 21.722
4 O 15.061 -29.882 21.551
5 C 14.110 -29.665 20.476
6 N 17.960 -28.207 23.026
7 H 16.837 -29.063 25.129
8 H 15.379 -29.521 24.519
9 H 15.857 -27.847 24.546
10 H 17.203 -30.152 22.859
11 H 16.628 -28.762 20.846
12 H 15.549 -27.909 21.827
13 H 14.496 -29.956 19.500
14 H 13.847 -28.620 20.310
15 H 13.263 -30.279 20.784
16 H 18.628 -28.380 23.764
17 H 18.419 -28.189 22.127
18 C 25.534 -18.931 22.234
19 C 24.101 -18.725 21.954
20 C 23.305 -17.757 22.895
21 O 22.038 -17.732 22.420
22 C 21.097 -18.881 22.371
23 N 23.874 -18.475 20.500
24 H 26.023 -17.959 22.171
25 H 25.864 -19.659 21.493
26 H 25.578 -19.377 23.227
27 H 23.492 -19.604 22.163
28 H 23.910 -16.850 22.900
29 H 23.246 -18.217 23.881
30 H 20.307 -18.724 21.636
31 H 20.579 -19.123 23.299
32 H 21.561 -19.821 22.075
33 H 24.180 -19.214 19.884
34 H 22.964 -18.143 20.212
35 C 11.485 -21.891 23.744
36 C 12.184 -20.743 24.611
37 C 12.234 -21.275 26.014
38 O 13.282 -20.756 26.949
39 C 13.159 -21.131 28.285
40 N 13.574 -20.362 24.178
41 H 10.519 -22.212 24.135
42 H 12.147 -22.731 23.536
43 H 11.108 -21.437 22.828
44 H 11.560 -19.857 24.490
45 H 12.178 -22.359 26.114
46 H 11.283 -20.906 26.399
47 H 13.656 -20.591 29.091
48 H 13.466 -22.170 28.406
49 H 12.089 -21.081 28.487
50 H 14.154 -20.971 24.737
51 H 13.872 -19.458 24.517
52 C 20.166 -17.390 25.381
53 C 19.987 -15.910 25.869
54 C 21.296 -15.212 26.236
55 O 20.920 -14.014 27.068
56 C 20.812 -14.289 28.451
57 N 19.276 -15.120 24.823
58 H 19.238 -17.946 25.246
59 H 20.787 -17.916 26.106
60 H 20.724 -17.382 24.444
61 H 19.252 -15.956 26.673
62 H 21.654 -14.867 25.266
63 H 21.947 -15.857 26.826
64 H 20.106 -15.052 28.780
65 H 20.548 -13.335 28.906
66 H 21.750 -14.533 28.950
67 H 19.187 -14.190 25.206
68 H 19.823 -14.869 24.012
69 C 20.799 -22.792 31.183
70 C 21.004 -23.667 30.006
71 C 22.002 -23.040 28.966
72 O 21.660 -21.900 28.239
73 C 20.586 -22.016 27.375
74 N 21.524 -24.901 30.602
75 H 21.665 -22.719 31.840
76 H 19.929 -23.020 31.799
77 H 20.594 -21.762 30.890
78 H 20.071 -23.961 29.524
79 H 22.253 -23.822 28.250
80 H 22.833 -22.712 29.591
81 H 20.373 -21.166 26.727
82 H 19.711 -22.259 27.977
83 H 20.822 -22.738 26.593
84 H 20.741 -25.321 31.083
85 H 21.586 -25.594 29.870
86 C 16.023 -23.316 15.850
87 C 14.692 -23.965 16.305
88 C 14.813 -24.674 17.641
89 O 15.982 -25.526 17.640
90 C 16.244 -25.915 19.005
91 N 13.648 -22.916 16.375
92 H 16.466 -22.601 16.544
93 H 15.993 -22.763 14.912
94 H 16.791 -24.079 15.725
95 H 14.364 -24.753 15.626
96 H 13.917 -25.193 17.985
97 H 14.968 -23.898 18.391
98 H 15.452 -26.334 19.627
99 H 16.787 -25.148 19.557
100 H 16.873 -26.787 18.830
101 H 13.752 -22.257 15.617
102 H 13.878 -22.354 17.182
103 C 27.716 -16.809 16.648
104 C 28.936 -17.791 16.915
105 C 28.788 -18.799 18.047
106 O 27.661 -19.683 17.876
107 C 26.504 -19.433 18.661
108 N 29.181 -18.397 15.663
109 H 26.839 -17.436 16.484
110 H 27.834 -16.126 15.807
111 H 27.474 -16.223 17.535
112 H 29.741 -17.113 17.196
113 H 28.790 -18.187 18.949
114 H 29.716 -19.366 18.124
115 H 25.862 -18.603 18.366
116 H 26.621 -19.170 19.712
117 H 25.821 -20.278 18.574
118 H 29.923 -19.059 15.842
119 H 28.465 -19.107 15.613
120 C 17.295 -22.326 21.007
121 C 18.602 -23.013 21.425
122 C 19.814 -22.569 20.467
123 O 21.019 -23.269 20.948
124 C 22.194 -22.964 20.160
125 N 18.738 -22.670 22.761
126 H 16.989 -22.558 19.987
127 H 17.466 -21.256 20.883
128 H 16.532 -22.482 21.770
129 H 18.472 -24.085 21.279
130 H 19.870 -21.480 20.478
131 H 19.583 -22.881 19.448
132 H 22.251 -23.579 19.262
133 H 23.084 -23.265 20.712
134 H 22.325 -21.923 19.862
135 H 18.312 -23.325 23.401
136 H 19.595 -22.229 23.065
137 C 15.812 -16.558 26.928
138 C 15.387 -17.948 26.426
139 C 16.355 -19.091 26.822
140 O 16.944 -18.762 28.122
141 C 17.806 -19.822 28.576
142 N 14.100 -18.129 27.119
143 H 15.094 -15.766 26.720
144 H 16.695 -16.314 26.338
145 H 16.145 -16.540 27.966
146 H 15.178 -17.997 25.358
147 H 17.116 -19.162 26.045
148 H 15.685 -19.950 26.784
149 H 17.448 -20.845 28.460
150 H 18.107 -19.696 29.616
151 H 18.700 -19.783 27.955
152 H 14.259 -17.884 28.086
153 H 13.844 -19.104 27.176
154 C 13.542 -17.545 17.573
155 C 14.284 -18.444 16.604
156 C 13.389 -19.100 15.535
157 O 12.602 -18.192 14.829
158 C 11.812 -18.760 13.793
159 N 15.309 -17.580 16.112
160 H 12.784 -18.134 18.090
161 H 13.075 -16.663 17.135
162 H 14.227 -17.161 18.328
163 H 14.773 -19.174 17.248
164 H 12.787 -19.843 16.057
165 H 14.035 -19.608 14.819
166 H 12.282 -18.854 12.814
167 H 10.908 -18.157 13.704
168 H 11.473 -19.752 14.092
169 H 15.368 -16.786 16.734
170 H 14.887 -17.151 15.300
171 C 13.442 -26.072 27.441
172 C 12.513 -25.658 26.341
173 C 13.070 -25.735 24.847
174 O 13.487 -27.059 24.532
175 C 12.609 -27.681 23.589
176 N 11.184 -26.312 26.364
177 H 14.456 -25.997 27.047
178 H 13.260 -27.122 27.668
179 H 13.410 -25.830 28.503
180 H 12.415 -24.578 26.453
181 H 14.028 -25.241 24.681
182 H 12.235 -25.449 24.207
183 H 12.611 -27.148 22.638
184 H 11.616 -27.984 23.918
185 H 13.184 -28.597 23.447
186 H 10.793 -26.460 27.283
187 H 11.493 -27.272 26.333
188 C 20.334 -27.557 15.352
189 C 19.344 -28.754 15.395
190 O 17.973 -28.453 15.238
191 O 20.623 -26.769 16.488
192 H 20.181 -26.956 14.456
193 H 21.305 -27.957 15.061
194 H 19.617 -29.364 16.256
195 H 19.657 -29.395 14.571
196 H 17.800 -27.780 15.900
197 H 21.338 -27.185 16.976
198 C 21.287 -25.378 23.473
199 C 22.029 -26.700 23.843
200 O 21.998 -26.819 25.239
201 O 19.915 -25.464 23.097
202 H 21.651 -24.714 22.689
203 H 21.406 -24.697 24.316
204 H 22.989 -26.834 23.344
205 H 21.464 -27.445 23.283
206 H 21.157 -26.585 25.639
207 H 19.629 -25.089 22.261
208 C 26.372 -22.740 19.345
209 C 26.033 -22.706 20.921
210 O 25.668 -23.974 21.435
211 O 25.118 -22.753 18.729
212 H 26.875 -23.637 18.982
213 H 27.045 -21.995 18.922
214 H 25.192 -22.013 20.886
215 H 26.903 -22.357 21.477
216 H 26.457 -24.468 21.670
217 H 25.146 -22.656 17.774
218 C 27.753 -27.262 21.333
219 C 29.071 -26.859 22.255
220 O 29.077 -27.516 23.464
221 O 26.675 -26.467 21.945
222 H 27.670 -28.343 21.437
223 H 28.049 -27.052 20.305
224 H 29.141 -25.787 22.436
225 H 29.944 -27.153 21.672
226 H 28.177 -27.742 23.708
227 H 26.015 -26.426 21.249
228 C 12.838 -21.816 19.740
229 C 13.828 -21.097 20.803
230 O 13.201 -19.898 21.166
231 O 13.080 -21.092 18.567
232 H 11.757 -21.747 19.869
233 H 13.120 -22.867 19.673
234 H 14.807 -21.012 20.332
235 H 13.864 -21.744 21.679
236 H 13.356 -19.866 22.112
237 H 12.641 -20.278 18.822
238 C 24.926 -21.781 14.061
239 C 25.314 -21.608 15.499
240 O 25.368 -22.908 16.114
241 O 26.069 -22.032 13.271
242 H 24.615 -20.785 13.746
243 H 24.085 -22.419 13.789
244 H 24.510 -20.958 15.843
245 H 26.328 -21.236 15.648
246 H 26.222 -23.181 15.771
247 H 26.788 -21.399 13.218
248 C 16.958 -18.347 19.303
249 C 16.757 -18.305 20.812
250 O 15.771 -17.301 21.135
251 O 17.979 -19.084 18.824
252 H 17.194 -17.297 19.131
253 H 16.017 -18.721 18.899
254 H 17.691 -17.997 21.284
255 H 16.414 -19.309 21.058
256 H 16.105 -16.727 21.829
257 H 18.247 -19.109 17.903
258 C 21.064 -22.661 15.266
259 C 20.278 -23.637 14.484
260 O 19.404 -22.916 13.564
261 O 21.556 -21.649 14.413
262 H 21.878 -23.033 15.889
263 H 20.477 -22.093 15.988
264 H 19.619 -24.187 15.156
265 H 20.908 -24.329 13.924
266 H 20.096 -22.367 13.189
267 H 21.036 -20.869 14.204
268 C 19.895 -29.302 19.461
269 C 21.025 -28.393 20.089
270 O 21.689 -27.721 19.003
271 O 18.950 -28.383 18.829
272 H 19.330 -29.655 20.324
273 H 20.255 -30.217 18.991
274 H 21.784 -28.935 20.654
275 H 20.740 -27.635 20.819
276 H 22.530 -27.448 19.375
277 H 19.440 -27.728 18.326
278 C 17.787 -25.712 25.777
279 C 18.907 -25.542 26.839
280 O 19.870 -26.640 26.613
281 O 17.923 -24.979 24.604
282 H 16.817 -25.509 26.232
283 H 17.735 -26.689 25.296
284 H 18.589 -25.474 27.880
285 H 19.268 -24.513 26.847
286 H 19.462 -27.509 26.586
287 H 18.650 -25.276 24.052
288 C 21.806 -18.208 16.900
289 C 21.268 -19.144 18.065
290 O 20.907 -18.290 19.177
291 O 20.668 -17.685 16.193
292 H 22.318 -18.849 16.183
293 H 22.463 -17.453 17.329
294 H 22.055 -19.806 18.426
295 H 20.535 -19.775 17.563
296 H 20.067 -18.601 19.522
297 H 20.252 -16.947 16.644
298 C 24.267 -22.423 24.857
299 C 24.236 -23.887 24.743
300 O 23.554 -24.514 25.878
301 O 23.027 -21.753 24.816
302 H 24.784 -21.947 24.024
303 H 24.659 -22.132 25.832
304 H 25.205 -24.367 24.609
305 H 23.558 -24.075 23.911
306 H 23.178 -25.304 25.481
307 H 22.326 -22.279 25.208
308 C 24.778 -26.746 17.309
309 C 24.564 -26.118 18.703
310 O 24.469 -27.226 19.648
311 O 26.132 -27.157 17.244
312 H 24.544 -25.955 16.597
313 H 24.109 -27.590 17.144
314 H 23.754 -25.392 18.781
315 H 25.441 -25.506 18.914
316 H 24.973 -27.987 19.353
317 H 26.254 -28.004 16.809

Cartesian forces, eV/Å:
-1.707 -1.354 2.091
1.182 0.364 0.702
0.732 2.001 0.045
-1.450 -0.699 -0.714
0.752 -0.327 0.722
0.188 0.718 -1.732
0.805 -0.242 -0.207
-0.463 -0.026 -0.340
-0.063 0.210 -1.100
-0.253 -0.457 0.416
0.497 -0.385 -0.335
-0.537 0.348 0.160
0.252 -0.522 0.066
-0.187 0.244 0.679
-0.123 0.239 -0.440
-0.113 -0.316 -0.090
0.552 0.201 0.017
-0.387 -0.241 0.332
-2.809 -0.709 -0.812
2.350 -2.762 -0.636
-4.379 0.908 -1.411
1.295 0.054 0.172
0.708 1.253 0.415
0.520 -0.243 -0.023
0.617 0.159 0.231
0.573 0.119 0.098
0.745 -0.925 0.234
-1.138 0.894 0.062
0.831 0.071 0.443
0.389 0.768 -0.011
0.348 0.529 0.430
0.438 0.098 -0.120
-0.041 -0.208 0.376
-0.208 -0.116 0.432
0.274 1.727 -0.150
1.129 -0.561 -1.096
-0.875 0.763 2.954
0.227 0.107 -2.394
-1.824 -1.631 0.198
-0.675 -1.020 -0.484
0.313 -0.265 0.874
-0.066 0.051 0.080
0.694 0.007 -0.463
0.048 0.005 0.409
0.489 -0.133 -0.309
-0.240 -0.254 0.675
0.478 0.813 -0.887
0.025 -0.297 0.074
-0.190 -0.133 0.634
0.577 -0.342 -0.351
-0.653 0.433 0.119
0.778 1.167 0.289
-0.831 -1.036 -1.560
-2.040 0.785 1.488
0.788 -1.592 -1.014
0.349 0.782 0.403
-0.247 0.270 0.540
-0.126 0.337 0.030
-0.029 -0.178 0.109
-0.076 -0.006 -0.063
0.375 0.221 0.453
0.792 0.198 0.480
0.387 0.140 -0.229
-0.386 -0.111 -0.523
-0.384 -0.045 -0.020
0.515 -0.279 -0.404
-0.575 0.260 0.525
0.632 -0.870 -0.386
-0.903 2.195 0.634
0.003 -0.085 -0.390
-0.129 -1.133 0.944
0.120 1.652 0.437
-0.349 -0.658 -0.493
0.422 -0.925 -0.849
0.152 -0.389 -0.171
0.021 -0.548 0.034
0.032 0.237 -0.289
-0.408 0.659 -0.296
0.488 -0.272 0.032
0.418 -0.336 -0.355
0.356 0.807 0.808
-0.464 -0.246 -0.531
-0.289 -1.025 0.137
-0.178 0.249 0.825
0.730 -0.216 -0.579
0.623 -0.921 0.003
0.050 0.897 -0.664
1.173 0.787 0.156
-1.824 0.428 1.460
1.343 -1.205 -1.303
0.124 -0.817 0.556
-0.421 0.015 0.569
-0.562 -0.215 -0.178
0.057 -0.113 -0.101
0.153 0.220 -0.564
-0.155 -0.359 -0.469
0.207 0.314 0.364
-0.829 0.507 -0.385
-0.078 0.169 -0.016
0.528 0.096 0.531
0.028 -0.194 -0.412
-0.295 0.226 0.286
0.032 -1.141 1.321
-1.433 2.463 0.259
-0.651 0.955 0.123
0.458 0.441 0.565
-0.956 0.523 -0.029
0.699 -1.655 -0.888
-0.158 0.030 -0.289
0.420 -0.335 0.016
0.114 0.105 0.106
0.478 -0.206 -0.032
-0.701 -0.321 0.539
-0.119 -0.479 -0.257
0.374 0.508 -0.850
0.908 -0.502 0.103
0.374 -0.348 0.091
1.105 0.053 -0.375
-0.982 0.033 -0.631
0.414 0.299 -1.449
0.078 0.909 -2.766
-0.677 -1.650 1.773
-0.490 1.620 -1.025
0.020 -0.787 0.298
0.958 0.774 2.204
-0.499 -0.703 -0.039
0.185 0.222 0.623
-0.044 -0.120 -0.311
0.020 -0.449 -0.149
0.538 0.180 0.225
0.000 -0.114 -0.116
-0.433 0.000 -0.316
-0.150 0.101 0.391
-0.397 0.210 0.233
0.331 0.250 0.325
0.002 -0.524 0.042
1.524 -0.009 -1.637
-0.969 0.411 2.296
-0.026 1.956 0.104
-0.673 -1.921 -0.653
0.504 0.555 -0.736
-0.268 -0.170 0.177
-0.246 -0.350 0.104
0.333 0.444 0.050
-0.384 -0.264 -0.024
0.361 0.237 -0.163
0.464 -0.278 0.136
0.559 -0.624 0.566
-0.741 0.047 -0.047
-0.287 0.390 -0.047
0.349 -0.016 0.070
-0.039 0.380 0.212
-0.164 0.059 -0.504
-1.310 -0.604 0.871
-0.848 0.962 1.197
1.143 -0.459 0.456
-0.292 0.925 -0.312
-0.498 -0.232 0.742
1.145 0.554 -1.960
-0.333 0.247 0.284
-0.113 -0.221 -0.407
0.089 -0.226 0.146
-0.308 -0.791 -0.423
-0.266 -0.202 -0.022
0.269 -0.378 -0.039
0.466 0.213 0.079
0.155 0.174 -0.109
0.005 -0.236 0.024
0.405 -0.017 0.193
0.310 0.208 -0.657
1.096 -2.253 0.030
-0.583 2.081 -0.535
0.274 -1.472 1.882
-1.749 -0.006 -0.204
1.901 -1.322 0.101
0.813 -0.789 -0.225
0.254 -0.002 0.466
0.343 -0.763 -0.825
-0.473 1.748 -0.281
-0.620 0.311 -0.011
-0.467 1.207 0.345
0.256 0.428 -0.113
-0.301 0.220 0.017
-0.112 0.597 0.314
-0.398 -0.391 -0.599
-0.148 1.372 0.770
-0.062 -0.906 -1.162
1.173 -0.875 -1.184
1.225 0.510 -0.246
0.714 0.009 0.379
-1.167 0.343 0.173
-0.852 0.610 0.333
0.158 -0.809 -0.040
-0.563 0.047 0.619
-0.290 0.148 -0.379
-0.501 0.146 0.148
-0.085 -0.119 0.356
0.667 1.775 -1.347
-2.365 1.073 -1.330
2.401 -0.959 -0.695
-0.489 -1.809 1.056
1.104 -0.658 -0.352
-0.519 -0.167 0.584
0.597 0.635 0.892
-0.540 -0.664 0.425
-0.823 0.104 0.054
0.999 0.256 -0.244
-0.023 -1.032 0.530
1.499 -0.390 -2.356
-0.782 0.570 -0.361
-1.437 0.596 0.743
0.359 -0.744 0.820
-0.165 0.850 0.672
-0.078 -0.106 0.819
-0.150 0.523 0.041
0.196 -0.154 0.114
0.497 -0.293 -0.454
2.651 1.766 2.877
-1.620 -0.466 -2.327
0.067 -0.880 0.982
1.196 -1.326 -1.504
-0.585 -0.029 0.167
-0.719 0.517 -0.149
-0.375 0.261 -0.386
0.192 -0.123 0.099
-0.092 0.129 0.143
-0.829 0.032 0.020
2.043 0.500 1.305
-2.956 -2.208 -0.516
0.470 0.400 -0.240
-0.230 0.273 -0.990
0.055 -0.125 1.166
0.087 -0.024 -0.494
0.004 0.196 -0.089
0.448 -0.092 0.182
-0.057 0.482 0.644
0.201 0.672 -0.658
1.514 3.026 -1.055
-1.103 -1.046 -0.471
-0.110 0.373 0.053
0.401 -2.419 -1.119
-0.610 0.305 0.001
0.477 -0.485 0.450
0.248 -0.235 1.239
-0.318 0.995 -0.348
0.089 -0.893 0.237
-0.643 0.536 0.535
-1.775 2.626 -0.174
0.231 -0.123 0.063
0.149 -0.779 -0.647
3.118 -2.811 1.022
-0.780 0.394 -0.844
-0.282 0.618 -0.312
0.184 -0.579 0.212
0.028 0.130 0.941
0.156 -0.125 -0.021
-0.940 0.729 -0.136
-0.433 2.253 1.235
-1.757 -0.582 -0.307
1.133 -0.739 0.928
2.279 0.167 -1.281
0.279 -0.446 -0.541
-0.766 -0.536 0.258
0.154 -0.268 -0.061
0.100 -0.066 -0.018
-0.341 0.543 -0.830
-0.608 -0.327 0.725
-0.269 2.803 2.499
0.397 -0.761 -1.004
-0.324 -0.251 0.114
0.580 -1.607 0.044
-0.112 -0.254 0.081
0.068 0.535 -0.999
-0.017 -0.779 -0.161
-1.111 0.014 -0.167
0.590 0.193 -0.120
0.384 0.163 -0.321
-0.003 -0.373 -0.104
-0.897 -1.314 -0.694
0.193 2.100 0.777
-1.075 2.484 0.511
-0.113 0.250 -0.105
0.101 -1.018 1.404
-0.627 -1.266 0.211
1.279 -0.300 -1.265
-0.587 0.242 0.153
0.795 -0.630 -0.164
-1.590 -1.179 1.148
1.643 1.599 -0.645
-0.253 -0.756 -1.137
0.596 -0.162 -0.176
0.199 0.186 -0.038
-0.011 0.130 -0.199
0.270 -0.129 -0.117
-0.735 0.187 0.617
-0.420 -0.001 0.004
0.242 0.014 0.353
0.280 1.519 1.088
-1.613 -1.424 0.218
0.785 1.202 -0.612
-1.281 0.067 -0.683
0.654 -0.356 0.158
0.889 -0.071 -0.026
0.101 0.310 -0.189
0.492 -0.273 -0.661
-0.356 -0.613 0.571
0.144 -0.250 0.270
-0.500 1.054 0.608
1.140 -1.421 -0.717
-0.713 1.210 0.677
0.416 0.010 0.205
0.223 -0.091 -0.465
-0.200 0.022 0.073
-0.514 -0.692 0.115
0.230 -0.125 0.133
0.260 0.187 -0.380
-0.292 0.076 -0.159

Values from the calculation:
- energy above the lowest of the compared OMol25 structures with the same formula, charge and spin (eV) = 9.123
- strongest force on any atom (eV/Å) = 4.7
- molar mass (g/mol) = 1787.40
- DFT total energy (eV) = -167942.3896